14
Properties=species:S:1:pos:R:3:mulliken_charge:R:1 method="wB97M-V/def2-TZVPD" de_lowest_kcal_mol=24.3 homo_ev=-8.5 spin_multiplicity=1 orbital_gap_ev=9.1206 energy_ha=-667.742132 smiles="O=CO.CSC"
C -1.27395 -3.61051 -0.03044 -0.848
S -0.54696 -4.40997 -1.42202 -0.067
C 1.19394 -4.02220 -1.13766 -0.899
H -1.36818 -4.24367 0.86177 0.294
H -2.32747 -3.36760 -0.19738 0.303
H -0.77648 -2.67403 0.21677 0.296
H 1.99195 -4.69634 -1.47850 0.332
H 1.56268 -3.08523 -1.56717 0.303
H 1.37995 -4.06739 -0.06341 0.286
O -0.96276 7.00634 2.14248 -0.407
C -0.39881 6.91637 1.11765 0.271
O 0.82442 6.31807 1.07467 -0.438
H -0.67011 7.30903 0.13793 0.237
H 1.37179 6.62713 0.34532 0.336

17
Properties=species:S:1:pos:R:3:mulliken_charge:R:1 method="wB97M-V/def2-TZVPD" de_lowest_kcal_mol=0.0 homo_ev=-9.8 spin_multiplicity=1 orbital_gap_ev=9.6344 energy_ha=-648.195474 smiles="[H]/N=C(/C)[C@@](F)(I)CC"
C -0.67601 1.27280 -0.18760 0.632
C -0.00436 1.92736 0.95638 -1.276
C 0.84667 -1.58507 0.04327 -1.038
C -0.61155 -1.25459 -0.41415 -0.258
C -1.28236 -0.08639 0.22556 0.030
N -0.68230 1.75206 -1.36558 -0.712
F -1.12576 -0.24804 1.62496 -0.322
I -3.50057 -0.07428 -0.05438 0.075
H 0.66386 1.32551 1.51096 0.297
H 0.38596 2.88788 0.71548 0.415
H -0.76328 2.20767 1.67744 0.350
H 0.88722 -1.78561 1.16102 0.270
H 1.17922 -2.41695 -0.65440 0.332
H 1.47648 -0.67658 -0.05445 0.280
H -0.54741 -1.21563 -1.56631 0.294
H -1.36555 -2.08441 -0.16045 0.353
H -1.23932 1.17907 -1.95368 0.277